Record 1
33
Properties=species:S:1:pos:R:3 method="wB97M-V/def2-TZVPD" orbital_gap_ev=9.5 smiles=CO[C@@]1(N(Cl)C(C)(C)C)CC1(C)C e_homo_ha=-0.3239
C -0.42 2.58 -1.56
O -0.41 1.20 -1.28
C -0.42 0.82 0.16
N 0.86 0.35 0.65
Cl 1.83 1.70 1.22
C 1.63 -0.66 -0.10
C 2.38 -0.11 -1.34
C 2.61 -1.26 0.96
C 0.62 -1.80 -0.51
C -1.35 1.70 0.92
C -1.68 0.30 0.75
C -2.93 0.00 -0.08
C -1.53 -0.61 1.93
H -1.43 2.90 -1.31
H -0.34 2.67 -2.63
H 0.14 3.42 -1.02
H 1.81 0.60 -2.11
H 3.29 0.52 -0.98
H 2.99 -0.97 -1.86
H 2.04 -1.70 1.80
H 3.47 -0.73 1.38
H 3.12 -2.15 0.50
H -0.07 -2.28 0.19
H 0.04 -1.38 -1.40
H 1.25 -2.76 -0.92
H -1.95 2.51 0.46
H -1.07 2.03 1.87
H -3.76 0.80 -0.05
H -3.36 -0.89 0.26
H -2.77 -0.21 -1.19
H -1.75 -1.67 1.51
H -2.33 -0.45 2.62
H -0.55 -0.55 2.47


Record 2
70
Properties=species:S:1:pos:R:3 method="wB97M-V/def2-TZVPD" total_charge=+1 spin_multiplicity=2 orbital_gap_ev="6.2 / 6.2" e_homo_ha="-0.3991 / -0.4000" e_above_lowest_kj_mol=143.0 s_squared=0.7534
Ti 0.27 1.07 -0.48
C -0.49 -1.94 3.64
C 0.40 -0.70 3.64
S 0.02 0.64 2.49
C -1.70 1.02 2.88
C -2.81 0.14 2.27
S -2.47 -0.45 0.60
C -2.91 -2.20 0.67
C -2.30 -3.06 1.78
S -0.53 -2.88 2.10
H -1.50 -1.68 3.94
H -0.10 -2.61 4.42
H 1.44 -0.97 3.43
H 0.39 -0.26 4.63
H -1.82 2.05 2.57
H -1.79 1.01 3.97
H -3.72 0.73 2.25
H -3.00 -0.72 2.90
H -2.60 -2.57 -0.31
H -3.99 -2.28 0.71
H -2.45 -4.10 1.49
H -2.84 -2.93 2.72
O 3.96 -5.37 0.63
C 4.77 -4.30 0.64
O 5.96 -4.42 0.71
C 4.11 -2.94 0.60
C 4.85 -1.90 0.06
C 4.29 -0.64 -0.09
C 2.98 -0.44 0.35
C 2.25 -1.47 0.92
C 2.82 -2.72 1.05
N 2.29 0.79 0.09
C 2.92 1.90 0.03
C 2.33 2.99 -0.79
C 2.94 4.21 -0.95
C 2.44 5.08 -1.93
C 1.38 4.66 -2.71
C 0.80 3.42 -2.46
N 1.26 2.61 -1.51
H 3.05 -5.15 0.37
H 5.86 -2.09 -0.28
H 4.84 0.15 -0.59
H 1.22 -1.31 1.21
H 2.23 -3.51 1.49
H 3.93 2.01 0.42
H 3.80 4.48 -0.35
H 2.90 6.04 -2.09
H 0.98 5.29 -3.50
H -0.04 3.06 -3.03
N 0.28 -0.60 -1.55
C 0.14 -1.67 -1.99
C 0.02 -2.94 -2.48
C 0.81 -3.94 -1.85
N 1.47 -4.70 -1.29
C -0.80 -3.20 -3.62
N -1.47 -3.39 -4.53
C -4.81 1.91 -3.03
N -3.70 2.19 -2.11
C -3.86 3.06 -1.09
C -2.89 3.33 -0.17
C -1.69 2.60 -0.35
O -0.68 2.62 0.47
N -1.52 1.76 -1.37
C -2.51 1.47 -2.28
O -2.38 0.67 -3.18
H -5.43 2.79 -3.10
H -5.39 1.06 -2.67
H -4.39 1.66 -4.00
H -4.83 3.55 -1.05
H -3.03 4.03 0.64


Record 3
164
Properties=species:S:1:pos:R:3 method="wB97M-V/def2-TZVPD" orbital_gap_ev=8.3 e_homo_ha=-0.3130
C 9.26 -1.19 -2.85
C 8.29 0.03 -2.46
C 7.27 0.46 -3.62
C 5.72 0.46 -3.20
C 5.34 1.52 -2.07
F 6.23 1.76 -0.96
N 5.16 2.88 -2.64
C 4.55 3.72 -1.57
O 4.61 4.97 -1.51
C 3.86 2.68 -0.53
C 3.88 1.31 -1.36
C 3.67 -0.07 -0.54
I 5.38 -1.39 -0.05
C 2.37 -0.49 -0.12
C 2.08 -1.84 0.68
I 0.64 0.77 -0.57
H 8.68 -2.16 -2.78
H 9.79 -1.06 -3.86
H 10.11 -1.23 -2.07
H 8.98 0.94 -2.29
H 7.80 -0.22 -1.46
H 7.58 1.44 -4.11
H 7.37 -0.35 -4.45
H 5.13 0.77 -4.14
H 5.37 -0.61 -2.97
H 4.41 2.88 -3.37
H 2.80 3.07 -0.41
H 4.38 2.66 0.48
H 3.22 1.25 -2.31
H 2.90 -2.14 1.40
H 1.14 -1.65 1.31
H 1.80 -2.71 -0.03
N 0.29 0.67 3.46
C 0.30 0.26 4.74
C -0.83 0.16 5.53
C -2.05 0.50 4.97
C -2.09 0.93 3.65
C -0.90 1.00 2.94
H 1.28 0.00 5.13
H -0.76 -0.19 6.55
H -2.97 0.44 5.55
H -3.03 1.21 3.18
H -0.88 1.33 1.91
N 2.00 2.93 -4.77
C 2.91 2.90 -5.76
C 2.60 2.76 -7.10
C 1.26 2.64 -7.45
C 0.29 2.67 -6.45
C 0.71 2.82 -5.14
H 3.94 2.99 -5.44
H 3.37 2.74 -7.85
H 0.97 2.53 -8.49
H -0.76 2.58 -6.69
H -0.01 2.85 -4.33
N -0.08 6.54 2.63
C 0.72 6.52 1.56
C 1.40 5.39 1.13
C 1.25 4.22 1.86
C 0.43 4.22 2.98
C -0.21 5.40 3.32
H 0.80 7.46 1.02
H 2.03 5.43 0.25
H 1.77 3.31 1.56
H 0.29 3.32 3.57
H -0.87 5.45 4.18
N 2.15 -2.92 -3.07
C 2.73 -4.14 -3.08
C 2.24 -5.21 -3.81
C 1.09 -5.02 -4.57
C 0.48 -3.77 -4.57
C 1.05 -2.77 -3.81
H 3.62 -4.24 -2.47
H 2.75 -6.17 -3.79
H 0.68 -5.83 -5.16
H -0.41 -3.59 -5.15
H 0.62 -1.77 -3.77
N 4.01 9.99 2.56
C 5.04 10.09 1.71
C 5.58 9.01 1.02
C 5.02 7.76 1.21
C 3.94 7.63 2.08
C 3.48 8.76 2.72
H 5.45 11.08 1.60
H 6.42 9.15 0.35
H 5.41 6.89 0.69
H 3.48 6.66 2.25
H 2.64 8.71 3.41
N -0.16 -8.05 -5.03
C -0.52 -7.96 -3.74
C -1.35 -8.86 -3.11
C -1.85 -9.92 -3.85
C -1.50 -10.04 -5.18
C -0.66 -9.08 -5.72
H -0.10 -7.11 -3.20
H -1.61 -8.74 -2.06
H -2.51 -10.65 -3.39
H -1.88 -10.85 -5.79
H -0.35 -9.14 -6.76
N -5.17 0.11 5.96
C -5.16 -0.30 7.23
C -6.29 -0.41 8.02
C -7.51 -0.06 7.46
C -7.55 0.37 6.14
C -6.36 0.44 5.44
H -4.18 -0.56 7.63
H -6.23 -0.75 9.05
H -8.42 -0.12 8.05
H -8.49 0.65 5.68
H -6.34 0.77 4.40
N -5.56 -3.57 8.91
C -4.76 -3.60 7.83
C -4.08 -4.72 7.40
C -4.23 -5.89 8.13
C -5.04 -5.90 9.25
C -5.69 -4.72 9.59
H -4.68 -2.65 7.30
H -3.45 -4.68 6.52
H -3.71 -6.80 7.82
H -5.18 -6.80 9.84
H -6.34 -4.68 10.46
N -3.69 -4.79 -4.61
C -2.98 -5.76 -3.99
C -3.15 -6.10 -2.66
C -4.10 -5.42 -1.92
C -4.84 -4.41 -2.53
C -4.60 -4.14 -3.87
H -2.25 -6.26 -4.62
H -2.56 -6.89 -2.22
H -4.26 -5.66 -0.87
H -5.59 -3.86 -1.98
H -5.15 -3.37 -4.39
N 4.61 12.40 6.29
C 4.27 12.49 7.58
C 3.44 11.59 8.23
C 2.92 10.53 7.49
C 3.26 10.41 6.15
C 4.10 11.36 5.60
H 4.70 13.33 8.11
H 3.20 11.71 9.27
H 2.26 9.81 7.96
H 2.87 9.60 5.55
H 4.40 11.31 4.56
N -7.25 -4.97 -0.35
C -7.35 -4.48 0.89
C -8.36 -4.82 1.78
C -9.33 -5.71 1.35
C -9.26 -6.22 0.06
C -8.21 -5.83 -0.74
H -6.56 -3.79 1.18
H -8.38 -4.40 2.77
H -10.14 -5.99 2.01
H -10.01 -6.92 -0.30
H -8.10 -6.21 -1.75
N -1.75 -1.94 -7.09
C -0.95 -0.89 -7.35
C -0.77 -0.36 -8.62
C -1.45 -0.94 -9.68
C -2.28 -2.03 -9.44
C -2.39 -2.49 -8.13
H -0.44 -0.47 -6.49
H -0.12 0.49 -8.77
H -1.34 -0.55 -10.69
H -2.83 -2.51 -10.24
H -3.03 -3.33 -7.89